# 1
Computed, not measured: a 9-piece molecular cluster, C45H92F12N5O12S4 overall at a distorted geometry, with ωB97M-V/def2-TZVPD.

Structure (XYZ):
```
170
C45H92F12N5O12S4 ωB97M-V/def2-TZVPD
C 1.939 -2.386 -0.058
C 0.648 -1.771 -0.655
C -0.595 -1.929 0.217
N -1.727 -1.063 -0.212
C -2.248 -1.392 -1.585
C -2.894 -1.345 0.743
C -3.424 0.045 1.142
C -2.777 1.005 0.157
C -1.398 0.445 -0.111
H 1.529 -3.267 0.446
H 2.457 -1.731 0.642
H 2.618 -2.783 -0.811
H 0.592 -2.106 -1.691
H 0.849 -0.693 -0.705
H -0.264 -1.561 1.190
H -1.006 -2.922 0.396
H -3.185 -0.870 -1.765
H -2.344 -2.467 -1.737
H -1.499 -1.125 -2.336
H -3.614 -2.088 0.417
H -2.451 -1.655 1.692
H -4.508 -0.067 1.193
H -3.168 0.312 2.167
H -3.340 1.149 -0.764
H -2.722 2.003 0.600
H -0.944 0.761 -1.047
H -0.686 0.530 0.710
C -2.060 3.902 -2.612
C -2.085 3.489 -4.116
C -2.161 1.988 -4.281
N -2.439 1.479 -5.658
C -1.479 2.022 -6.683
C -3.896 1.800 -6.014
C -4.409 0.616 -6.849
C -3.311 -0.423 -6.843
C -2.373 -0.032 -5.708
H -2.993 3.508 -2.205
H -1.987 4.979 -2.511
H -1.181 3.361 -2.255
H -1.086 3.761 -4.474
H -2.828 4.129 -4.593
H -2.855 1.543 -3.563
H -1.158 1.594 -4.081
H -0.504 1.836 -6.234
H -1.531 3.113 -6.669
H -1.706 1.748 -7.706
H -3.855 2.780 -6.493
H -4.383 2.006 -5.069
H -4.898 0.971 -7.756
H -5.302 0.294 -6.302
H -2.767 -0.273 -7.779
H -3.776 -1.400 -6.756
H -1.334 -0.319 -5.857
H -2.733 -0.442 -4.763
C 6.319 5.566 1.053
C 6.495 4.022 1.238
C 5.348 3.564 2.150
N 4.888 2.104 1.871
C 6.125 1.268 1.672
C 4.001 1.932 0.633
C 2.552 1.741 1.197
C 2.610 1.886 2.704
C 4.058 1.569 3.016
H 6.871 5.888 0.171
H 6.694 6.170 1.877
H 5.268 5.814 0.907
H 7.474 3.868 1.689
H 6.474 3.501 0.284
H 4.456 4.128 1.892
H 5.619 3.446 3.195
H 6.886 1.433 2.432
H 6.514 1.443 0.675
H 5.850 0.217 1.748
H 4.355 0.990 0.220
H 4.100 2.731 -0.095
H 2.098 0.809 0.865
H 1.992 2.536 0.698
H 2.041 1.049 3.117
H 2.183 2.822 3.056
H 4.171 0.488 2.936
H 4.311 1.831 4.042
C 3.720 -2.566 -5.082
C 3.729 -3.543 -3.914
C 4.913 -4.463 -3.951
N 5.049 -5.375 -2.765
C 5.375 -4.664 -1.493
C 3.739 -6.109 -2.488
C 4.092 -7.420 -1.693
C 5.589 -7.628 -2.089
C 6.049 -6.508 -2.993
H 3.054 -1.712 -4.973
H 3.449 -3.055 -6.022
H 4.690 -2.118 -5.329
H 2.710 -3.934 -3.866
H 3.788 -2.938 -3.001
H 5.776 -3.797 -3.932
H 4.892 -5.080 -4.849
H 4.563 -3.991 -1.230
H 6.302 -4.111 -1.646
H 5.498 -5.382 -0.686
H 2.981 -5.551 -1.950
H 3.522 -6.350 -3.529
H 3.948 -7.343 -0.618
H 3.398 -8.175 -2.049
H 6.232 -7.757 -1.223
H 5.569 -8.602 -2.580
H 7.013 -6.230 -2.561
H 6.240 -6.625 -4.056
C -4.103 1.863 4.414
C -2.697 2.405 4.418
C -2.588 3.926 4.575
N -1.170 4.424 4.435
C -1.186 5.924 4.433
C -1.476 6.529 5.820
C -0.708 5.925 6.973
C -0.568 4.387 6.859
C -0.195 3.867 5.480
C -0.624 3.919 3.107
H -4.577 2.264 3.507
H -4.698 2.204 5.259
H -4.184 0.805 4.170
H -2.317 2.099 3.441
H -2.015 2.116 5.221
H -3.023 4.341 5.483
H -3.122 4.503 3.813
H -1.873 6.321 3.691
H -0.175 6.274 4.212
H -2.523 6.425 6.122
H -1.324 7.609 5.855
H -1.182 6.020 7.951
H 0.257 6.423 7.101
H -1.529 3.929 7.112
H 0.105 4.000 7.623
H -0.136 2.784 5.596
H 0.756 4.281 5.140
H -1.380 4.102 2.350
H -0.369 2.866 3.223
H 0.327 4.438 2.992
C -5.556 -2.604 2.971
F -4.425 -2.617 3.672
F -5.836 -1.279 2.822
F -5.503 -3.164 1.759
S -7.048 -3.248 3.955
O -7.079 -4.691 3.739
O -6.780 -2.820 5.325
O -8.129 -2.524 3.302
C 0.423 -2.197 4.338
F 1.731 -2.089 4.544
F 0.266 -2.853 3.195
F -0.115 -2.889 5.328
S -0.487 -0.557 4.263
O 0.063 0.187 3.108
O -1.921 -0.802 4.207
O -0.067 0.109 5.479
C -7.253 0.520 -1.691
F -8.003 -0.471 -2.109
F -7.967 1.617 -1.458
F -6.671 0.190 -0.551
S -5.991 1.040 -3.009
O -6.747 1.726 -4.036
O -4.989 1.849 -2.335
O -5.407 -0.222 -3.502
C 0.022 -7.331 -2.005
F 1.028 -7.570 -2.869
F -1.121 -7.304 -2.672
F -0.022 -8.345 -1.149
S 0.327 -5.655 -1.130
O 0.824 -4.847 -2.250
O -0.918 -5.110 -0.643
O 1.268 -5.872 -0.049
```

Its HOMO energy is -7.6 eV. Its total charge is +1.

# 2
Computed, not measured: a 6-piece molecular cluster, C45H94BrN2O14P2 overall at a distorted geometry, with ωB97M-V/def2-TZVPD.

Structure (XYZ):
```
158
C45H94BrN2O14P2 ωB97M-V/def2-TZVPD
C 6.177 -4.885 1.277
C 5.934 -3.617 2.100
C 5.681 -2.355 1.267
C 4.204 -2.044 1.076
C 3.511 -3.062 0.177
C 2.287 -2.465 -0.562
C 2.249 -2.774 -2.013
C 2.627 -1.830 -2.981
C 3.075 -0.463 -2.549
O 1.894 0.275 -2.299
C 2.076 1.419 -1.452
C 1.346 1.251 -0.132
C 2.548 -2.183 -4.331
C 3.065 -1.182 -5.317
O 4.240 -1.093 -5.488
O 2.161 -0.425 -5.899
C 2.677 0.322 -7.000
C 1.629 1.126 -7.712
O 1.940 1.930 -8.495
Br -0.219 0.815 -7.313
C 2.097 -3.431 -4.748
P 2.023 -4.024 -6.500
C 3.768 -4.016 -7.037
C 1.177 -2.791 -7.524
C 1.749 -4.364 -3.761
C 1.326 -5.745 -4.134
C -0.208 -5.968 -4.333
C -1.162 -4.803 -4.111
C -1.578 -4.573 -2.654
C -2.969 -3.961 -2.472
C -2.953 -2.610 -1.760
N 1.833 -4.017 -2.429
P 1.417 -5.268 -1.205
N 2.580 -6.128 -0.673
H 6.998 -5.457 1.690
H 6.387 -4.653 0.241
H 5.314 -5.539 1.310
H 5.082 -3.758 2.755
H 6.785 -3.428 2.740
H 6.138 -1.497 1.743
H 6.124 -2.481 0.284
H 4.091 -1.038 0.681
H 3.735 -2.057 2.053
H 4.228 -3.456 -0.535
H 3.170 -3.888 0.786
H 1.355 -2.745 -0.091
H 2.348 -1.399 -0.451
H 3.666 0.015 -3.317
H 3.683 -0.537 -1.654
H 1.648 2.253 -1.990
H 3.131 1.619 -1.305
H 0.816 0.307 -0.131
H 2.019 1.226 0.716
H 0.597 2.017 0.003
H 3.417 1.040 -6.680
H 3.114 -0.358 -7.720
H 4.058 -5.022 -7.293
H 3.889 -3.401 -7.919
H 4.424 -3.622 -6.272
H 0.255 -2.473 -7.062
H 1.783 -1.940 -7.803
H 0.932 -3.319 -8.436
H 1.816 -6.002 -5.054
H 1.710 -6.450 -3.408
H -0.524 -6.801 -3.717
H -0.319 -6.291 -5.359
H -0.796 -3.890 -4.568
H -2.070 -5.046 -4.651
H -1.529 -5.523 -2.137
H -0.879 -3.876 -2.202
H -3.574 -4.622 -1.865
H -3.469 -3.844 -3.426
H -2.616 -1.834 -2.441
H -3.911 -2.355 -1.329
H -2.245 -2.638 -0.938
H 0.685 -4.529 -0.275
H 0.429 -5.988 -1.851
H 3.499 -5.901 -1.026
C -5.786 2.405 1.843
O -6.087 2.486 0.462
C -5.038 2.056 -0.383
C -5.284 0.664 -0.912
O -5.253 -0.301 0.125
C -6.545 -0.716 0.540
H -6.716 2.562 2.386
H -5.383 1.426 2.114
H -5.072 3.184 2.132
H -4.078 2.092 0.145
H -4.989 2.748 -1.227
H -4.493 0.410 -1.626
H -6.241 0.630 -1.441
H -7.014 -1.351 -0.220
H -7.195 0.136 0.748
H -6.423 -1.297 1.452
C 1.148 5.081 -7.410
O 0.304 6.175 -7.701
C -1.028 5.791 -7.996
C -1.931 6.017 -6.811
O -1.581 5.171 -5.726
C -0.820 5.831 -4.735
H 2.079 5.481 -7.009
H 0.698 4.412 -6.669
H 1.374 4.511 -8.318
H -1.067 4.742 -8.305
H -1.375 6.405 -8.833
H -2.963 5.789 -7.094
H -1.887 7.067 -6.505
H -1.439 6.537 -4.170
H 0.027 6.367 -5.170
H -0.445 5.069 -4.053
C 2.111 0.275 4.462
O 2.973 1.096 3.694
C 2.689 2.482 3.835
C 3.666 3.157 4.768
O 3.524 2.693 6.097
C 4.514 1.759 6.491
H 2.524 -0.733 4.450
H 2.046 0.618 5.497
H 1.104 0.249 4.028
H 1.665 2.634 4.186
H 2.779 2.934 2.841
H 3.463 4.233 4.771
H 4.690 3.007 4.413
H 5.479 2.257 6.631
H 4.624 0.952 5.762
H 4.204 1.334 7.444
C 3.190 1.371 10.374
O 4.577 1.644 10.321
C 4.884 3.007 10.579
C 5.389 3.215 11.987
O 4.384 2.955 12.951
C 4.511 1.697 13.586
H 3.063 0.290 10.353
H 2.734 1.763 11.285
H 2.680 1.802 9.504
H 4.010 3.638 10.398
H 5.669 3.304 9.876
H 5.692 4.260 12.101
H 6.267 2.586 12.167
H 5.362 1.691 14.276
H 4.632 0.889 12.860
H 3.599 1.528 14.156
C -11.136 3.850 4.148
O -11.379 3.925 2.756
C -10.290 3.494 1.960
C -10.491 2.098 1.420
O -10.484 1.124 2.451
C -11.776 0.674 2.818
H -12.085 4.022 4.652
H -10.752 2.868 4.437
H -10.425 4.622 4.463
H -9.355 3.543 2.528
H -10.209 4.188 1.117
H -9.663 1.862 0.743
H -11.422 2.050 0.848
H -12.205 0.039 2.035
H -12.451 1.509 3.014
H -11.668 0.084 3.726
```

Its HOMO energy is -10.3 eV. Its total charge is +1.

| no. | HOMO-LUMO gap (eV) |
| --- | --- |
| 1 | 4.455 |
| 2 | 6.275 |